This record from the OMol25 dataset describes 14 unconnected molecules or ions with the total composition C4H35NO15. The level of theory is wB97M-V/def2-TZVPD.

Structure (XYZ):
```
55
Properties=species:S:1:pos:R:3:forces:R:3
C -2.56196 -0.48632 -1.99947 0.812 -0.067 0.840
C -1.25848 0.27535 -1.63788 -2.646 1.174 0.993
N -1.07981 0.18883 -0.16646 -1.369 0.917 1.036
C 0.03552 1.03168 0.31547 -0.358 -0.795 -0.944
C 0.29645 0.76368 1.76878 0.686 0.254 0.742
O -0.80346 0.45615 2.47931 -0.142 -0.103 0.963
O 1.39552 0.77005 2.29099 -0.556 0.372 -0.063
H -2.71919 -0.47742 -3.04891 -0.147 0.124 -1.054
H -3.43313 -0.05788 -1.50864 0.057 0.137 0.015
H -2.50935 -1.54665 -1.71485 0.153 0.255 0.069
H -1.30260 1.34858 -1.99519 -0.061 -1.177 0.414
H -0.42586 -0.17297 -2.07098 1.436 -0.765 -0.889
H -1.99370 0.45641 0.35227 2.064 -0.423 -1.422
H 0.89687 0.71894 -0.29376 -0.116 0.087 0.628
H -0.09667 2.11132 0.14147 0.035 -0.491 0.367
H -0.69445 0.57006 3.46629 0.401 -0.023 -1.526
H 4.21797 -2.36166 0.62733 -1.743 1.183 -0.230
H 2.78147 -2.67629 0.08905 -0.156 0.185 0.000
O 3.32739 -1.90183 0.47344 2.155 -1.764 -0.136
H 2.56995 -1.19910 -1.61188 -0.662 0.564 -0.662
H 2.00448 0.13603 -2.20794 0.226 0.527 0.009
O 1.91789 -0.82010 -2.24933 0.700 -1.268 0.532
H -0.25106 3.85940 2.58149 0.123 -0.172 0.071
H -1.26272 3.09347 1.75696 -0.236 -0.059 -0.234
O -0.52692 2.95725 2.37788 0.166 1.017 0.589
H -0.05636 3.42277 -2.71825 -0.168 0.462 -1.206
H 0.89239 2.64563 -1.80621 -0.098 0.159 -0.020
O 0.04852 3.14290 -1.82847 -0.025 -0.030 1.121
H -0.33159 -2.63669 -1.25633 -0.251 0.138 0.580
H 0.66733 -2.04124 -2.29431 -0.501 -0.502 0.301
O 0.14643 -2.84411 -2.04898 0.425 0.162 -1.831
H 3.38889 -0.14732 0.37883 0.039 -1.553 0.061
H 2.75126 0.99920 1.17996 -0.068 -0.215 0.176
O 3.32692 0.79170 0.42679 0.259 2.076 -0.347
H 3.04031 2.16897 -2.29081 1.927 1.095 -1.429
H 2.74633 1.53631 -0.92783 0.220 -0.162 0.270
O 2.35740 1.79596 -1.80177 -1.643 -0.783 1.143
H -1.75781 3.25492 -0.44105 0.599 0.167 -0.786
H -2.82243 2.50071 0.26845 -2.358 -2.952 -0.226
O -2.28016 3.22460 0.35217 1.502 2.782 0.768
H 2.27814 -1.94416 1.83004 -0.226 0.035 0.300
H 1.53159 -1.08959 2.82738 0.059 1.699 0.852
O 1.50719 -1.93505 2.43990 0.162 -2.018 -0.653
H -2.03385 -0.77897 2.21121 0.532 0.289 0.135
H -2.33563 -2.01209 1.37461 0.050 -0.030 0.095
O -2.75543 -1.32741 1.91498 -0.946 -0.745 -0.173
H -4.62526 1.02421 1.27370 -2.183 1.198 1.812
H -3.69980 -0.13749 1.10235 0.020 0.171 -0.192
O -3.98845 0.71837 0.69525 1.971 -1.158 -1.552
H 1.50079 -3.75050 -1.23135 -0.473 0.103 -0.390
H 0.96281 -3.49328 0.18377 1.156 -0.551 -1.109
O 1.78340 -3.81292 -0.31297 -0.138 0.048 1.611
H -0.55309 -1.51628 0.32065 -0.168 -0.146 -0.173
H 0.16028 -2.33607 1.36954 0.837 0.136 1.434
O -0.37424 -2.46010 0.59337 -1.334 0.437 -0.682
```
Forces are in eV/Å.

Output
Energy relative to the best compared isomer or geometry (same formula, charge and spin)   10.2 kcal per mole
Energy   -36921.029 eV
LUMO level   0.236 eV
Orbital gap   9.82 eV